# 1
# C12H22N

An isolated ion of composition C12H22N and charge +1 (ωB97M-V with the def2-TZVPD basis set, the OMol25 dataset).

structure (SMILES): C1=C(CC[NH2+]CC2CC2)CCCC1
HOMO level: -12.5 eV
energy above the lowest of the compared OMol25 structures with the same formula, charge and spin: 5.0 kcal per mole

Geometry as ORCA input:
```
! wB97M-V def2-TZVPD RIJCOSX def2/J DEFGRID3
* xyz 1 1
C -1.26 -0.22 1.24
C -1.19 0.82 0.42
C -0.41 2.06 0.79
C 1.11 1.89 0.71
N 1.54 1.58 -0.69
C 1.55 0.13 -1.05
C 2.67 -0.60 -0.35
C 2.62 -2.10 -0.32
C 2.41 -1.33 0.94
C -1.93 0.86 -0.89
C -2.35 -0.53 -1.35
C -3.02 -1.27 -0.19
C -2.02 -1.47 0.95
H -0.74 -0.20 2.19
H -0.64 2.34 1.82
H -0.71 2.90 0.16
H 1.60 2.81 1.03
H 1.44 1.07 1.35
H 2.49 1.94 -0.84
H 0.91 2.08 -1.32
H 1.67 0.06 -2.13
H 0.58 -0.29 -0.77
H 3.64 -0.15 -0.49
H 3.54 -2.64 -0.45
H 1.77 -2.59 -0.76
H 3.19 -1.33 1.69
H 1.41 -1.30 1.35
H -1.32 1.34 -1.67
H -2.81 1.48 -0.76
H -3.04 -0.45 -2.19
H -1.49 -1.10 -1.69
H -3.40 -2.23 -0.52
H -3.86 -0.68 0.17
H -2.54 -1.79 1.85
H -1.32 -2.27 0.69
*
```

***

# 2
# C5H14N2S

One molecule with the formula C5H14N2S (ωB97M-V with the def2-TZVPD basis set, the OMol25 dataset).

structure (SMILES): C[C@H](N)CNCCS
HOMO level: -8.7 eV
energy above the lowest of the compared OMol25 structures with the same formula, charge and spin: 19.7 kcal per mole

Geometry as ORCA input:
```
! wB97M-V def2-TZVPD RIJCOSX def2/J DEFGRID3
* xyz 0 1
C 2.90 -1.02 -1.83
C 1.71 -0.28 -1.23
N 1.92 1.15 -1.37
C 1.27 -0.71 0.12
N 0.15 0.12 0.54
C -0.66 -0.58 1.60
C -1.86 0.30 1.76
S -2.76 0.60 0.25
H 3.65 -0.95 -1.09
H 2.76 -2.11 -2.05
H 3.12 -0.48 -2.81
H 0.80 -0.47 -1.86
H 2.87 1.46 -1.28
H 1.36 1.71 -0.69
H 2.16 -0.65 0.76
H 1.03 -1.79 0.18
H -0.44 0.45 -0.22
H -0.78 -1.62 1.40
H -0.11 -0.60 2.55
H -1.36 1.26 1.96
H -2.47 -0.24 2.43
H -3.00 -0.68 0.04
*
```